(1)
{
  "formula": "C30H29BCo2O8",
  "method": "ωB97M-V with the def2-TZVPD basis set",
  "symbols": ["C", "C", "C", "O", "B", "C", "C", "C", "C", "C", "C", "C", "C", "C", "O", "C", "C", "C", "H", "H", "H", "H", "H", "H", "H", "H", "H", "H", "H", "H", "H", "H", "H", "H", "H", "H", "H", "H", "H", "H", "O", "C", "Co", "C", "O", "C", "O", "C", "C", "C", "C", "C", "C", "C", "C", "C", "Co", "C", "O", "C", "O", "C", "O", "H", "H", "H", "H", "H", "H", "H"],
  "xyz": [[-4.310, -1.643, 0.331], [-3.196, -2.576, 0.807], [-3.622, -4.004, 0.499], [-2.008, -2.247, 0.121], [-1.240, -1.362, 0.987], [0.239, -2.057, 1.215], [0.935, -1.777, 2.384], [2.185, -2.373, 2.626], [2.728, -3.264, 1.693], [2.004, -3.570, 0.535], [0.751, -2.972, 0.302], [-1.016, 0.185, 0.281], [-0.089, 1.154, 0.899], [-0.437, 2.302, 1.526], [-1.885, -1.262, 2.275], [-2.809, -2.326, 2.355], [-3.985, -1.922, 3.232], [-2.138, -3.555, 2.970], [-5.273, -1.937, 0.767], [-4.100, -0.597, 0.593], [-4.397, -1.715, -0.761], [-4.537, -4.240, 1.062], [-3.846, -4.104, -0.570], [-2.845, -4.730, 0.763], [0.515, -1.092, 3.122], [2.717, -2.133, 3.550], [3.703, -3.726, 1.874], [2.402, -4.277, -0.197], [0.192, -3.237, -0.597], [-0.623, -0.138, -0.700], [-2.024, 0.612, 0.173], [0.981, 0.960, 0.761], [0.325, 2.998, 1.848], [-1.467, 2.486, 1.821], [-4.727, -2.730, 3.272], [-3.635, -1.737, 4.254], [-4.468, -1.013, 2.861], [-2.884, -4.337, 3.169], [-1.355, -3.962, 2.316], [-1.675, -3.279, 3.926], [-2.930, 10.518, 1.732], [-1.884, 10.023, 1.646], [-0.253, 9.395, 1.526], [0.547, 10.739, 2.278], [1.040, 11.615, 2.835], [-0.014, 8.323, 2.886], [0.183, 7.737, 3.862], [0.886, 9.035, -0.046], [1.806, 8.014, 0.333], [3.077, 8.029, 0.780], [3.775, 7.112, 1.640], [4.735, 7.676, 2.521], [5.331, 6.906, 3.508], [5.025, 5.539, 3.589], [4.182, 4.942, 2.640], [3.546, 5.719, 1.669], [0.241, 7.415, -0.174], [-1.506, 7.612, -0.378], [-2.647, 7.575, -0.552], [0.291, 6.207, 1.079], [0.389, 5.425, 1.922], [0.659, 6.499, -1.643], [1.172, 5.913, -2.502], [1.109, 9.855, -0.732], [3.624, 8.957, 0.561], [4.949, 8.745, 2.438], [6.030, 7.371, 4.208], [5.461, 4.937, 4.386], [4.016, 3.863, 2.655], [2.888, 5.274, 0.916]],
  "lowdin_charge": [-0.02, -0.48, -0.01, 0.08, -0.78, -0.09, -0.05, -0.08, -0.10, -0.08, -0.04, -0.01, -0.16, 0.05, 0.08, -0.48, -0.01, -0.01, 0.09, 0.09, 0.10, 0.09, 0.09, 0.08, 0.12, 0.10, 0.10, 0.10, 0.12, 0.13, 0.11, 0.11, 0.03, 0.07, 0.09, 0.09, 0.08, 0.09, 0.09, 0.10, 0.13, -0.14, 0.10, -0.15, 0.15, -0.16, 0.14, -0.22, -0.26, -0.01, -0.21, -0.02, -0.07, -0.06, -0.06, -0.02, 0.08, -0.13, 0.15, -0.14, 0.14, -0.06, 0.15, 0.10, 0.13, 0.12, 0.11, 0.11, 0.11, 0.12],
  "energy_ha": -4552.6360,
  "homo_ev": -6.58,
  "charge": 0,
  "orbital_gap_ev": 1.5558,
  "e_above_lowest_kcal_mol": 37.94
}

=====

(2)
{
  "formula": "C2H6CeO",
  "method": "ωB97M-V with the def2-TZVPD basis set",
  "symbols": ["H", "C", "O", "C", "H", "H", "H", "H", "H", "Ce"],
  "xyz": [[3.489, 0.384, -0.173], [-1.572, 0.131, 0.006], [-0.223, 0.517, 0.065], [0.799, -0.531, 0.022], [-2.180, 1.045, 0.006], [-1.769, -0.442, -0.916], [-1.821, -0.490, 0.882], [0.660, -1.123, -0.900], [0.651, -1.193, 0.894], [1.966, 1.704, 0.113]],
  "lowdin_charge": [-0.18, -0.08, -0.51, -0.28, 0.10, 0.11, 0.11, 0.07, 0.07, 1.60],
  "energy_ha": -629.7575,
  "s2": 0.7539,
  "homo_ev": [-12.80, -12.81],
  "charge": 1,
  "spin_multiplicity": 2,
  "orbital_gap_ev": [7.5510, 7.6051]
}

=====

(3)
{
  "formula": "C18H16N6OS2",
  "method": "ωB97M-V with the def2-TZVPD basis set",
  "symbols": ["C", "C", "C", "C", "C", "C", "N", "C", "N", "N", "C", "S", "C", "N", "N", "N", "C", "C", "C", "C", "C", "C", "C", "O", "S", "C", "C", "H", "H", "H", "H", "H", "H", "H", "H", "H", "H", "H", "H", "H", "H", "H", "H"],
  "xyz": [[-5.512, -1.884, -4.193], [-6.033, -2.190, -2.787], [-5.189, -1.502, -1.753], [-4.059, -2.115, -1.230], [-3.250, -1.476, -0.309], [-3.557, -0.186, 0.112], [-2.807, 0.536, 1.033], [-1.635, 0.291, 1.650], [-1.102, 1.190, 2.422], [0.042, 0.824, 2.973], [0.431, -0.353, 2.644], [1.885, -1.123, 3.201], [2.849, 0.387, 3.600], [3.563, 0.849, 2.447], [2.828, 1.497, 1.537], [3.304, 1.895, 0.467], [4.626, 1.679, 0.156], [5.122, 2.126, -1.073], [6.443, 1.907, -1.390], [7.291, 1.247, -0.499], [6.818, 0.801, 0.716], [5.481, 1.014, 1.053], [4.928, 0.548, 2.321], [5.526, -0.029, 3.202], [-0.672, -1.186, 1.546], [-4.693, 0.436, -0.409], [-5.492, -0.214, -1.327], [-6.122, -2.384, -4.942], [-5.538, -0.814, -4.382], [-4.484, -2.225, -4.298], [-6.013, -3.269, -2.623], [-7.067, -1.850, -2.706], [-3.804, -3.117, -1.544], [-2.386, -1.991, 0.077], [-3.163, 1.461, 1.247], [3.569, 0.109, 4.370], [2.131, 1.136, 3.930], [4.449, 2.632, -1.747], [6.831, 2.248, -2.338], [8.324, 1.085, -0.767], [7.452, 0.287, 1.421], [-4.944, 1.437, -0.088], [-6.366, 0.286, -1.717]],
  "lowdin_charge": [-0.10, -0.22, -0.26, -0.03, -0.04, -0.24, 0.07, -0.59, 0.00, -0.07, -0.98, 0.92, -0.38, -0.09, 0.07, 0.08, -0.21, -0.01, -0.06, -0.06, 0.00, -0.07, -0.37, 0.09, 1.04, -0.02, -0.04, 0.07, 0.07, 0.07, 0.11, 0.11, 0.12, 0.03, 0.15, 0.09, 0.08, 0.11, 0.11, 0.11, 0.12, 0.11, 0.12],
  "energy_ha": -1895.6402,
  "smiles": "CCc1ccc(Nc2nnc(SCn3nnc4ccccc4c3=O)s2)cc1",
  "homo_ev": -7.74,
  "charge": 0,
  "orbital_gap_ev": 7.6719,
  "e_above_lowest_kcal_mol": 2.81
}

=====

(4)
{
  "formula": "C7H13NO",
  "method": "ωB97M-V with the def2-TZVPD basis set",
  "symbols": ["C", "C", "C", "C", "C", "C", "C", "H", "H", "H", "H", "H", "H", "H", "H", "H", "H", "H", "H", "H", "N", "O"],
  "xyz": [[0.419, -1.713, -0.881], [0.853, -0.186, -0.607], [-0.266, 0.576, -1.394], [-1.680, -0.344, 0.496], [-0.460, -0.709, 1.344], [0.697, 0.255, 0.712], [2.106, 0.067, 0.081], [0.496, -1.771, -2.188], [1.792, -2.315, -0.494], [-0.620, -2.123, -0.360], [-0.474, 0.191, -2.390], [-0.211, 1.756, -1.515], [-1.984, 1.433, -0.483], [-2.424, -1.430, 0.429], [-2.196, 0.544, 1.280], [-0.478, -0.445, 2.377], [-0.362, -1.843, 1.257], [1.187, 2.004, 1.210], [2.600, 0.966, 0.036], [2.589, -0.812, 0.777], [-1.592, 0.492, -0.635], [0.153, 1.591, 0.750]],
  "lowdin_charge": [-0.04, -0.49, -0.13, -0.30, -0.14, -0.47, 0.01, 0.13, 0.19, 0.09, 0.08, 0.15, 0.11, 0.17, 0.17, 0.08, 0.10, 0.25, 0.07, 0.17, -0.09, -0.11],
  "energy_ha": -404.1402,
  "homo_ev": -8.30,
  "charge": 0,
  "orbital_gap_ev": 8.8284,
  "e_above_lowest_kcal_mol": 243.04
}

=====

(5)
{
  "formula": "C21H21N5PmS",
  "method": "ωB97M-V with the def2-TZVPD basis set",
  "symbols": ["Pm", "C", "N", "C", "C", "C", "C", "C", "C", "N", "C", "C", "C", "C", "C", "C", "N", "C", "C", "C", "C", "C", "N", "H", "H", "H", "H", "H", "H", "H", "H", "H", "H", "H", "H", "H", "H", "H", "H", "H", "H", "S", "C", "C", "N", "C", "H", "H", "H"],
  "xyz": [[11.340, 7.505, 10.387], [10.392, 7.048, 7.364], [11.015, 6.127, 8.309], [10.120, 5.018, 8.642], [8.951, 5.510, 9.422], [7.654, 5.055, 9.123], [6.589, 5.471, 9.916], [6.852, 6.502, 10.860], [8.161, 6.949, 11.024], [9.167, 6.465, 10.347], [12.297, 5.599, 7.779], [13.299, 5.296, 8.848], [14.285, 4.329, 8.634], [15.179, 3.965, 9.640], [14.938, 4.536, 10.902], [14.006, 5.538, 11.054], [13.159, 5.927, 10.032], [11.216, 8.303, 7.148], [11.625, 8.689, 5.874], [12.440, 9.806, 5.850], [12.946, 10.353, 7.019], [12.591, 9.815, 8.201], [11.712, 8.811, 8.311], [9.428, 7.328, 7.767], [10.211, 6.588, 6.388], [10.595, 4.209, 9.139], [9.747, 4.561, 7.728], [7.445, 4.364, 8.322], [5.574, 5.041, 9.840], [6.004, 6.952, 11.441], [8.383, 7.704, 11.710], [12.704, 6.341, 7.078], [12.118, 4.732, 7.123], [14.431, 3.929, 7.634], [15.930, 3.217, 9.453], [15.638, 4.292, 11.692], [13.993, 6.148, 11.963], [11.294, 8.166, 4.977], [12.791, 10.210, 4.925], [13.609, 11.210, 6.976], [13.048, 10.206, 9.125], [12.598, 7.752, 15.209], [11.764, 6.330, 14.839], [11.448, 6.380, 13.498], [11.858, 7.509, 12.835], [12.502, 8.350, 13.658], [11.565, 5.522, 15.540], [10.890, 5.611, 12.947], [13.050, 9.228, 13.374]],
  "lowdin_charge": [1.97, -0.12, -0.27, -0.11, -0.25, 0.04, 0.03, 0.02, -0.13, -0.09, -0.09, -0.25, 0.03, 0.04, -0.01, -0.09, -0.07, -0.25, 0.04, 0.03, -0.01, -0.12, -0.06, 0.13, 0.16, 0.14, 0.15, 0.14, 0.15, 0.15, 0.10, 0.15, 0.16, 0.14, 0.14, 0.13, 0.11, 0.15, 0.13, 0.14, 0.13, 1.17, -0.31, -0.27, -0.25, -0.44, 0.11, 0.12, 0.09],
  "energy_ha": -2092.3168,
  "s2": 6.0047,
  "homo_ev": [-18.43, -18.43],
  "charge": 3,
  "spin_multiplicity": 5,
  "orbital_gap_ev": [8.6536, 9.2331],
  "e_above_lowest_kcal_mol": 0.00
}

=====

(6)
{
  "formula": "C20H28AuNO4S2Se2",
  "method": "ωB97M-V with the def2-TZVPD basis set",
  "symbols": ["Au", "O", "S", "C", "C", "C", "C", "S", "O", "C", "C", "C", "C", "C", "C", "C", "C", "C", "C", "C", "C", "H", "H", "H", "H", "H", "H", "H", "H", "H", "H", "H", "H", "H", "H", "H", "H", "H", "H", "C", "Se", "C", "C", "Se", "C", "H", "H", "H", "H", "H", "H", "H", "H", "H", "H", "O", "N", "O"],
  "xyz": [[-1.724, -0.300, -0.462], [-2.003, -0.619, 1.699], [-0.999, -0.510, 2.866], [0.374, -1.592, 2.319], [1.807, -1.161, 2.630], [2.474, -0.405, 1.476], [2.909, -1.323, 0.322], [2.039, -1.121, -1.248], [0.544, -1.277, -0.964], [2.371, 0.614, -1.496], [3.683, 0.980, -1.777], [3.976, 2.316, -2.003], [2.963, 3.268, -1.967], [1.654, 2.886, -1.713], [1.354, 1.550, -1.480], [-0.295, 1.121, 2.836], [0.394, 1.515, 3.977], [1.005, 2.761, 3.999], [0.900, 3.605, 2.901], [0.162, 3.221, 1.788], [-0.444, 1.974, 1.754], [0.204, -1.667, 1.241], [0.133, -2.547, 2.789], [2.391, -2.052, 2.864], [1.839, -0.540, 3.524], [3.360, 0.098, 1.862], [1.812, 0.385, 1.110], [2.795, -2.384, 0.558], [3.953, -1.163, 0.047], [4.472, 0.235, -1.831], [4.996, 2.612, -2.219], [3.195, 4.310, -2.154], [0.864, 3.627, -1.710], [0.333, 1.245, -1.287], [0.436, 0.869, 4.849], [1.548, 3.077, 4.881], [1.374, 4.578, 2.923], [0.048, 3.900, 0.952], [-1.056, 1.692, 0.906], [-3.069, -0.078, -3.896], [-1.503, -0.704, -2.939], [-1.946, -2.603, -2.786], [-3.278, -2.916, -2.147], [-3.431, -2.404, -0.267], [-2.261, -3.741, 0.492], [-3.115, -0.610, -4.844], [-2.912, 0.981, -4.085], [-3.978, -0.226, -3.329], [-1.106, -3.016, -2.232], [-1.915, -3.002, -3.798], [-3.454, -3.992, -2.179], [-4.114, -2.430, -2.645], [-2.684, -4.716, 0.255], [-2.276, -3.587, 1.568], [-1.249, -3.654, 0.104], [-5.202, 0.255, -1.140], [-4.731, 1.193, -0.607], [-3.616, 1.468, -0.286]],
  "lowdin_charge": [0.66, -0.68, 1.09, -0.29, -0.20, -0.20, -0.30, 1.04, -0.70, -0.40, -0.07, -0.04, -0.05, -0.06, -0.10, -0.40, -0.08, -0.04, -0.04, -0.05, -0.09, 0.05, 0.10, 0.13, 0.10, 0.13, 0.10, 0.10, 0.09, 0.12, 0.12, 0.12, 0.11, 0.05, 0.12, 0.12, 0.12, 0.11, 0.06, -0.31, 1.06, -0.48, -0.47, 1.12, -0.31, 0.05, 0.05, 0.01, 0.06, 0.09, 0.09, 0.07, 0.05, 0.04, 0.04, 0.09, -0.14, 0.02],
  "energy_ha": -6868.8069,
  "s2": 2.0148,
  "homo_ev": [-14.39, -14.43],
  "charge": 2,
  "spin_multiplicity": 3,
  "orbital_gap_ev": [8.8313, 5.5566],
  "e_above_lowest_kcal_mol": 11.47
}